Record 1
The following is a quantum chemistry calculation of a molecular structure, C16H29BF6NO7S2 in a non-equilibrium geometry, from the OMol25 dataset.

The geometry in XYZ format:
```
62
Properties=species:S:1:pos:R:3:lowdin_charge:R:1
C 0.074 -3.623 3.836 0.017
C -1.418 -3.250 3.378 -0.436
O -1.839 -2.134 3.731 0.039
O -2.144 -4.196 2.647 -0.043
C -3.305 -3.613 1.997 -0.167
C -2.800 -2.817 0.684 -0.149
C -4.067 -2.672 -0.300 -0.196
C -4.615 -1.176 -0.444 -0.202
C -4.686 -0.358 0.934 -0.196
C -3.834 1.004 0.906 -0.196
C -2.706 1.076 2.072 -0.212
C -1.285 1.029 1.340 -0.186
B -0.009 0.927 2.331 -0.118
C 1.486 1.009 1.717 -0.171
C 1.668 0.361 0.265 -0.208
C 2.213 -1.152 0.278 -0.148
C 1.216 -2.177 -0.478 -0.221
O 0.609 -3.073 0.498 -0.134
H 0.323 -3.010 4.758 0.094
H 0.781 -3.285 3.007 0.075
H 0.211 -4.736 3.995 0.087
H -3.954 -4.496 1.660 0.130
H -3.946 -2.965 2.669 0.122
H -1.957 -3.362 0.162 0.111
H -2.395 -1.813 1.035 0.093
H -4.885 -3.431 -0.052 0.105
H -3.682 -2.983 -1.336 0.108
H -5.680 -1.255 -0.855 0.102
H -4.011 -0.655 -1.257 0.107
H -5.787 -0.063 1.080 0.104
H -4.418 -0.977 1.850 0.088
H -4.497 1.931 0.889 0.103
H -3.282 1.009 -0.100 0.094
H -2.786 2.110 2.564 0.110
H -2.833 0.253 2.848 0.097
H -1.174 1.959 0.695 0.127
H -1.280 0.078 0.693 0.098
H -0.090 0.832 3.522 0.064
H 1.772 2.117 1.634 0.121
H 2.256 0.519 2.402 0.093
H 0.745 0.378 -0.391 0.095
H 2.462 1.001 -0.281 0.099
H 3.194 -1.154 -0.293 0.107
H 2.339 -1.480 1.356 0.104
H 1.859 -2.851 -1.141 0.120
H 0.461 -1.650 -1.140 0.116
H 0.135 -2.512 1.143 0.048
C 3.884 1.151 -3.726 -0.657
F 3.399 0.087 -3.057 0.108
F 5.159 0.853 -4.052 0.110
F 3.208 1.215 -4.892 0.110
S 3.759 2.702 -2.768 0.572
O 4.555 2.457 -1.580 -0.302
O 2.338 2.865 -2.528 -0.301
N 4.403 3.655 -3.860 -0.295
S 4.482 5.174 -3.403 0.583
O 5.431 5.478 -2.350 -0.297
O 3.221 5.884 -3.315 -0.297
C 5.264 5.821 -4.922 -0.660
F 4.509 5.604 -6.019 0.107
F 6.457 5.239 -5.171 0.107
F 5.488 7.146 -4.866 0.116
```

The calculation puts the HOMO energy at -6.718 eV. As for the lowest unoccupied orbital energy: 2.283 eV. As for the orbital gap: 9.00 eV. Its calculated total energy is -71535.3333 eV. The charge is -1.

=====

Record 2
The following is a quantum chemistry calculation of 7 unconnected molecules or ions with the total composition C5H21NO8 in a non-equilibrium geometry, from the OMol25 dataset.

The geometry in XYZ format:
```
35
Properties=species:S:1:pos:R:3:lowdin_charge:R:1
C 0.851 -0.789 -2.340 -0.123
C 0.542 -0.545 -0.877 -0.196
C 0.268 0.988 -0.591 -0.272
C -0.900 1.314 -1.451 -0.241
O -2.024 1.619 -1.128 0.062
N 0.139 1.368 0.830 0.084
C -0.060 2.672 1.156 -0.347
O -0.023 3.535 0.299 0.019
H -0.039 -0.904 -2.982 0.085
H 1.599 -0.201 -2.805 0.053
H 1.220 -1.813 -2.324 0.080
H -0.214 -1.264 -0.432 0.108
H 1.335 -0.782 -0.158 0.107
H 1.207 1.474 -0.962 0.116
H -0.705 1.281 -2.546 0.129
H -0.186 0.654 1.452 0.097
H -0.159 2.867 2.219 0.130
O -0.723 -2.447 3.150 -0.033
H -0.236 -2.474 3.969 0.065
H -1.200 -1.644 2.920 0.014
O -0.986 -3.270 0.555 -0.084
H -0.627 -4.149 0.560 0.034
H -0.713 -2.932 1.460 0.015
O -1.970 0.434 2.787 -0.077
H -2.400 -0.137 2.131 -0.012
H -2.140 1.349 2.503 0.050
O 2.422 2.920 -1.954 -0.064
H 1.641 3.228 -2.455 0.063
H 2.752 3.698 -1.484 0.056
O 3.451 -0.495 -1.541 -0.074
H 4.263 -0.441 -2.063 0.053
H 3.020 0.393 -1.523 0.031
O -3.164 -1.591 1.509 -0.043
H -3.378 -1.399 0.596 0.066
H -2.864 -2.516 1.523 0.050
```

The calculation puts the HOMO energy at -9.316 eV. As for the lowest unoccupied orbital energy: 0.441 eV. As for the orbital gap: 9.76 eV. Its calculated total energy is -23395.4330 eV.

=====

Record 3
The following is a quantum chemistry calculation of a single C26H36N4O5 molecule in a non-equilibrium geometry, from the OMol25 dataset.

The geometry in XYZ format:
```
71
Properties=species:S:1:pos:R:3:lowdin_charge:R:1
C 3.100 -0.234 1.353 -0.091
C 1.624 0.111 1.509 -0.257
C 1.245 1.456 0.887 -0.163
C 1.416 1.514 -0.633 -0.118
N 0.461 0.686 -1.357 0.021
C 0.909 -0.488 -1.851 -0.442
O 2.070 -0.843 -1.722 0.055
C -0.082 -1.425 -2.546 -0.079
C 0.434 -2.850 -2.320 -0.082
C 0.658 -3.014 -0.828 -0.442
O -0.061 -2.482 -0.004 0.037
N 1.709 -3.802 -0.491 0.182
C 2.149 -4.049 0.793 -0.294
C 1.587 -3.652 2.034 0.052
C 2.447 -4.179 2.954 -0.312
C 2.464 -4.138 4.436 0.003
O 3.431 -4.837 2.318 0.005
N 3.241 -4.754 0.979 0.105
C -0.862 1.242 -1.625 -0.136
C -1.858 1.116 -0.444 -0.432
O -2.703 1.964 -0.237 0.071
N -1.769 -0.026 0.253 0.120
C -2.715 -0.361 1.299 -0.271
C -1.998 -0.682 2.626 -0.121
C -2.543 -2.037 3.077 -0.189
C -2.862 -2.741 1.763 -0.193
C -3.513 -1.631 0.943 -0.128
C -0.769 2.661 -2.145 -0.190
C -0.631 2.868 -3.514 -0.018
C -0.528 4.140 -4.033 0.003
C -0.568 5.251 -3.190 -0.274
O -0.466 6.464 -3.799 -0.083
C -0.530 7.623 -3.004 -0.091
C -0.702 5.052 -1.821 -0.001
C -0.797 3.768 -1.310 -0.033
H 3.342 -1.117 1.943 0.061
H 3.728 0.587 1.692 0.075
H 3.333 -0.454 0.315 0.058
H 1.376 0.149 2.573 0.106
H 1.032 -0.683 1.054 0.068
H 1.877 2.236 1.317 0.117
H 0.209 1.690 1.140 0.100
H 1.309 2.546 -0.972 0.116
H 2.411 1.160 -0.906 0.121
H -1.082 -1.343 -2.125 0.106
H -0.119 -1.197 -3.613 0.131
H 1.368 -3.004 -2.859 0.119
H -0.302 -3.583 -2.656 0.131
H 2.321 -4.158 -1.212 0.161
H 0.704 -3.076 2.193 0.099
H 1.620 -3.560 4.797 0.085
H 2.411 -5.148 4.839 0.090
H 3.390 -3.686 4.786 0.090
H -1.315 0.655 -2.431 0.145
H -1.062 -0.725 0.059 0.097
H -3.373 0.507 1.389 0.141
H -2.154 0.097 3.371 0.112
H -0.928 -0.760 2.436 0.089
H -1.829 -2.587 3.690 0.101
H -3.459 -1.903 3.656 0.111
H -3.512 -3.605 1.891 0.108
H -1.938 -3.061 1.280 0.085
H -4.553 -1.505 1.243 0.113
H -3.489 -1.827 -0.128 0.111
H -0.602 2.021 -4.185 0.116
H -0.422 4.303 -5.094 0.117
H -0.451 8.459 -3.696 0.092
H 0.297 7.666 -2.289 0.095
H -1.481 7.688 -2.465 0.096
H -0.737 5.886 -1.138 0.105
H -0.911 3.640 -0.246 0.118
```

The calculation puts the HOMO energy at -8.418 eV. As for the lowest unoccupied orbital energy: 0.596 eV. As for the orbital gap: 9.01 eV. Its calculated total energy is -43745.1080 eV.

=====

Record 4
The following is a quantum chemistry calculation of 9 unconnected molecules or ions with the total composition C36H58NO17, from the OMol25 dataset.

The geometry in XYZ format:
```
112
Properties=species:S:1:pos:R:3:lowdin_charge:R:1
N -1.841 -0.810 -5.039 -0.176
C -0.479 -1.209 -5.125 -0.536
C 0.518 -0.339 -4.325 -0.250
C 0.552 -0.729 -2.859 -0.233
C 1.415 -1.925 -2.677 -0.264
O 1.151 -2.564 -1.408 -0.098
H -1.904 0.107 -5.482 -0.115
H -0.058 -1.286 -6.153 0.061
H -0.413 -2.221 -4.709 0.060
H 0.216 0.693 -4.433 0.076
H 1.529 -0.456 -4.729 0.092
H -0.465 -0.902 -2.514 0.100
H 0.966 0.099 -2.292 0.080
H 2.449 -1.626 -2.769 0.090
H 1.176 -2.600 -3.492 0.103
H 1.846 -3.221 -1.254 0.075
O -0.336 -7.850 -0.976 0.093
C -0.929 -6.836 -0.718 -0.500
O -1.397 -6.595 0.523 0.010
C -2.107 -5.333 0.549 -0.130
C -1.562 -4.550 -0.640 -0.138
C -1.250 -5.670 -1.637 -0.058
H -3.176 -5.537 0.454 0.126
H -1.929 -4.845 1.502 0.097
H -2.256 -3.797 -1.005 0.128
H -0.637 -4.048 -0.373 0.085
H -2.101 -5.945 -2.262 0.132
H -0.401 -5.448 -2.278 0.123
O -1.969 -3.298 3.687 0.109
C -0.910 -2.823 3.384 -0.483
O -0.410 -2.951 2.137 0.012
C 0.920 -2.389 2.058 -0.133
C 0.963 -1.367 3.189 -0.141
C 0.039 -1.997 4.233 -0.061
H 1.640 -3.203 2.180 0.121
H 1.036 -1.961 1.068 0.107
H 1.967 -1.166 3.554 0.115
H 0.530 -0.447 2.803 0.088
H 0.569 -2.677 4.902 0.128
H -0.517 -1.275 4.825 0.121
O -0.995 1.963 4.216 0.101
C -1.164 2.176 3.046 -0.464
O -0.467 1.488 2.110 -0.010
C -0.777 1.972 0.782 -0.132
C -2.139 2.640 0.929 -0.126
C -2.087 3.162 2.370 -0.058
H 0.003 2.677 0.487 0.123
H -0.767 1.126 0.100 0.130
H -2.313 3.412 0.183 0.104
H -2.928 1.894 0.832 0.124
H -1.637 4.152 2.423 0.104
H -3.053 3.180 2.856 0.097
O -1.706 6.543 2.852 0.122
C -1.861 6.711 1.681 -0.490
O -1.166 6.014 0.747 0.003
C -1.489 6.491 -0.575 -0.147
C -2.856 7.158 -0.441 -0.144
C -2.799 7.688 0.994 -0.070
H -0.712 7.193 -0.881 0.125
H -1.482 5.639 -1.250 0.124
H -3.030 7.918 -1.198 0.113
H -3.642 6.408 -0.527 0.119
H -2.352 8.681 1.054 0.129
H -3.758 7.698 1.503 0.125
O 4.387 -0.156 -2.544 0.122
C 4.213 0.273 -1.444 -0.483
O 3.024 0.754 -1.010 0.017
C 3.152 1.276 0.324 -0.145
C 4.385 0.596 0.915 -0.146
C 5.247 0.388 -0.331 -0.072
H 3.272 2.360 0.255 0.127
H 2.234 1.055 0.862 0.113
H 4.855 1.180 1.703 0.113
H 4.106 -0.370 1.330 0.111
H 5.881 1.249 -0.550 0.127
H 5.862 -0.506 -0.301 0.122
O -4.855 3.903 3.995 0.113
C -4.804 3.685 5.170 -0.478
O -5.921 3.595 5.929 0.022
C -5.571 3.415 7.314 -0.157
C -4.153 2.845 7.301 -0.145
C -3.574 3.483 6.035 -0.064
H -5.620 4.390 7.804 0.122
H -6.309 2.757 7.763 0.121
H -3.600 3.068 8.210 0.112
H -4.189 1.763 7.183 0.119
H -3.138 4.466 6.224 0.136
H -2.832 2.877 5.517 0.103
O -0.198 1.625 -6.833 0.150
C 0.716 2.237 -7.274 -0.465
O 0.884 2.474 -8.618 0.009
C 2.134 3.126 -8.857 -0.178
C 2.508 3.804 -7.537 -0.160
C 1.890 2.845 -6.517 -0.076
H 2.869 2.371 -9.148 0.122
H 2.000 3.822 -9.682 0.117
H 3.580 3.952 -7.427 0.108
H 2.022 4.778 -7.475 0.111
H 2.563 2.031 -6.246 0.129
H 1.536 3.319 -5.608 0.121
O 4.688 -6.513 3.150 0.107
C 3.789 -6.778 2.404 -0.493
O 2.840 -5.873 2.078 0.014
C 1.829 -6.479 1.236 -0.147
C 2.506 -7.686 0.604 -0.147
C 3.496 -8.095 1.698 -0.072
H 0.983 -6.761 1.862 0.129
H 1.495 -5.738 0.514 0.119
H 1.793 -8.454 0.317 0.105
H 3.050 -7.382 -0.290 0.122
H 3.048 -8.769 2.430 0.128
H 4.416 -8.537 1.329 0.120
```

The calculation puts the HOMO energy at -1.108 eV. As for the lowest unoccupied orbital energy: 1.898 eV. As for the orbital gap: 3.01 eV. Its calculated total energy is -74571.3035 eV. The charge is -1.

=====

Record 5
The following is a quantum chemistry calculation of a molecular structure, C13H20Cl2GaN2O7 in a non-equilibrium geometry, from the OMol25 dataset.

The geometry in XYZ format:
```
45
Properties=species:S:1:pos:R:3:lowdin_charge:R:1
Ga -0.331 0.517 0.083 0.676
O 1.109 2.674 2.187 -0.245
Cl -0.170 2.099 2.215 0.710
O -0.919 2.465 3.317 -0.195
O 0.004 0.642 2.197 -0.299
O -0.857 2.413 0.985 -0.267
C 4.709 2.476 0.708 -0.012
N 3.355 2.348 0.216 -0.113
C 2.778 3.476 -0.488 0.006
C 2.623 1.272 0.397 -0.437
C 3.084 0.153 1.272 0.042
O 1.511 1.160 -0.208 -0.019
H 5.247 3.195 0.093 0.101
H 5.227 1.523 0.636 0.097
H 4.731 2.832 1.740 0.112
H 3.419 4.343 -0.366 0.101
H 1.796 3.697 -0.064 0.094
H 2.662 3.243 -1.548 0.110
H 3.827 0.460 1.997 0.089
H 3.463 -0.664 0.662 0.111
H 2.197 -0.205 1.792 0.074
Cl -5.910 -2.678 -2.861 0.686
C -4.491 -1.743 -2.574 -0.679
C -3.243 -2.344 -2.655 -0.104
C -2.111 -1.585 -2.427 -0.058
C -2.200 -0.232 -2.112 -0.328
C -0.978 0.574 -1.878 -0.100
C -3.464 0.343 -2.003 -0.032
C -4.604 -0.397 -2.250 -0.087
H -3.163 -3.392 -2.895 0.103
H -1.131 -2.033 -2.515 0.115
H -1.135 1.628 -2.098 0.080
H -0.133 0.204 -2.454 0.075
H -3.546 1.386 -1.729 0.123
H -5.575 0.072 -2.191 0.111
N -0.119 -3.871 1.704 0.157
C -1.404 -3.142 1.722 -0.020
C -1.087 -1.790 1.019 -0.622
O -1.931 -0.925 0.869 0.090
O 0.116 -1.721 0.630 -0.020
H 0.272 -4.032 2.633 0.168
H 0.455 -3.078 1.155 0.141
H -0.142 -4.753 1.190 0.169
H -1.763 -2.938 2.731 0.149
H -2.177 -3.672 1.167 0.147
```

The calculation puts the HOMO energy at -10.728 eV. As for the lowest unoccupied orbital energy: -3.055 eV. As for the orbital gap: 7.67 eV. Its calculated total energy is -108527.8773 eV. The charge is +1.

=====

Record 6
The following is a quantum chemistry calculation of a single C2HBrO molecule in a non-equilibrium geometry, from the OMol25 dataset.

The geometry in XYZ format:
```
5
Properties=species:S:1:pos:R:3:lowdin_charge:R:1
C -0.105 -0.599 0.088 -0.750
C -0.582 0.668 -0.146 -0.353
O -0.207 1.761 -0.208 0.085
Br 1.513 -0.281 -0.176 0.928
H -0.618 -1.549 0.442 0.091
```

The calculation puts the HOMO energy at -8.358 eV. As for the lowest unoccupied orbital energy: -0.611 eV. As for the orbital gap: 7.75 eV. Its calculated total energy is -74176.3590 eV.

=====

Question: What is the formula in the third record?
Answer: C26H36N4O5

=====

Question: The highest HOMO energy belongs to which entry?
Answer: C36H58NO17

=====

Question: Which of these has the highest HOMO energy?
Answer: C36H58NO17